Entry 1:
Computed, not measured: a single C20H27N3O2 molecule, with ωB97M-V/def2-TZVPD.

## Properties
- LUMO energy: 0.77 eV
- Energy relative to the best compared isomer or geometry (same formula, charge and spin): 42.6 kcal/mol
- HOMO energy: -9.053 eV
- HOMO-LUMO gap: 9.8 eV
- Strongest force on any atom: 1.38 eV/Å
- DFT total energy: -29743.4753 eV

Cartesian coordinates (Å):
C (2.9260, -3.3272, -3.1403)
C (2.0552, -2.5163, -3.7191)
C (1.7179, -2.5896, -5.1759)
C (1.3694, -1.4146, -2.9428)
N (-0.0362, -1.2634, -3.2753)
C (-0.4442, -0.0019, -3.8682)
C (-0.5881, 1.0911, -2.8129)
C (-1.0061, -2.1342, -2.9282)
O (-2.1831, -1.9193, -3.1718)
C (-0.6066, -3.4222, -2.2158)
C (-1.3642, -3.4727, -0.8862)
C (-0.9735, -2.3263, -0.0326)
N (0.1493, -1.6876, -0.0318)
N (0.0500, -0.7001, 0.8877)
C (-1.1272, -0.7842, 1.4078)
C (-1.7245, 0.0695, 2.4596)
C (-0.7683, 1.1771, 2.8919)
C (-1.3864, 2.0515, 3.9877)
C (-0.4285, 3.1330, 4.3997)
C (0.4837, 2.9174, 5.4242)
C (1.3878, 3.9010, 5.7833)
C (1.3928, 5.1152, 5.1186)
C (0.4899, 5.3389, 4.0935)
C (-0.4129, 4.3532, 3.7369)
O (-1.8373, -1.8055, 0.8675)
H (3.4489, -4.0884, -3.6937)
H (3.1581, -3.2545, -2.0911)
H (2.0052, -1.6647, -5.6754)
H (2.2334, -3.4180, -5.6534)
H (0.6446, -2.7179, -5.3089)
H (1.8573, -0.4695, -3.1984)
H (1.4863, -1.5641, -1.8647)
H (0.2913, 0.2865, -4.6238)
H (-1.4077, -0.1680, -4.3552)
H (-0.8648, 2.0310, -3.2833)
H (-1.3644, 0.8139, -2.1044)
H (0.3420, 1.2298, -2.2661)
H (0.4609, -3.4961, -2.0432)
H (-0.9296, -4.2589, -2.8379)
H (-2.4393, -3.4106, -1.0684)
H (-1.1538, -4.4079, -0.3601)
H (-2.6559, 0.4944, 2.0733)
H (-1.9875, -0.5634, 3.3129)
H (0.1587, 0.7312, 3.2538)
H (-0.5152, 1.7921, 2.0277)
H (-1.6335, 1.4277, 4.8496)
H (-2.3104, 2.4979, 3.6136)
H (0.4827, 1.9716, 5.9476)
H (2.0896, 3.7203, 6.5846)
H (2.0969, 5.8846, 5.3993)
H (0.4883, 6.2846, 3.5711)
H (-1.1173, 4.5334, 2.9370)

=====

Entry 2:
Computed, not measured: a single C20H27N3O3S molecule, with ωB97M-V/def2-TZVPD.

## Properties
- LUMO energy: 0.17 eV
- Energy relative to the best compared isomer or geometry (same formula, charge and spin): 36.3 kcal/mol
- HOMO energy: -8.404 eV
- HOMO-LUMO gap: 8.6 eV
- Strongest force on any atom: 1.08 eV/Å
- DFT total energy: -42626.5071 eV

Cartesian coordinates (Å):
C (5.7459, 1.9346, -1.1478)
C (4.7425, 0.8879, -1.6204)
N (3.4260, 1.4597, -1.8548)
C (2.7489, 1.8054, -0.6147)
C (1.4153, 2.4888, -0.9242)
N (0.5902, 1.6342, -1.7438)
C (-0.5054, 0.9612, -1.3627)
O (-1.1057, 0.1991, -2.1031)
C (-1.0963, 1.2968, 0.0101)
N (-0.2178, 0.9438, 1.1048)
C (-0.6734, 1.3679, 2.4149)
C (-0.4034, 2.8474, 2.6676)
S (0.3295, -0.6498, 1.0674)
O (0.9367, -0.8694, -0.2101)
O (1.1542, -0.8181, 2.2297)
C (-1.1374, -1.6575, 1.2197)
C (-1.5321, -2.0801, 2.4953)
C (-2.6788, -2.8107, 2.6350)
C (-3.4701, -3.1328, 1.5093)
C (-4.6615, -3.8798, 1.6206)
C (-5.4055, -4.1756, 0.5123)
C (-4.9968, -3.7382, -0.7581)
C (-3.8469, -3.0134, -0.9021)
C (-3.0561, -2.6955, 0.2217)
C (-1.8636, -1.9494, 0.1027)
C (1.2680, 1.2551, -2.9669)
C (2.5809, 0.5563, -2.6233)
H (5.5525, 2.2426, -0.1240)
H (5.6953, 2.8082, -1.7922)
H (6.7511, 1.5231, -1.1920)
H (5.0898, 0.4825, -2.5746)
H (4.6970, 0.0563, -0.8963)
H (3.3742, 2.4999, -0.0516)
H (2.5554, 0.9139, 0.0040)
H (0.9135, 2.7376, 0.0064)
H (1.6095, 3.4050, -1.4953)
H (-1.3015, 2.3705, 0.0531)
H (-2.0573, 0.7628, 0.0824)
H (-0.1036, 0.7743, 3.1304)
H (-1.7449, 1.1515, 2.5435)
H (0.6542, 3.0589, 2.5357)
H (-0.6848, 3.0954, 3.6875)
H (-0.9771, 3.4781, 1.9923)
H (-0.9027, -1.8316, 3.3350)
H (-2.9962, -3.1530, 3.6092)
H (-4.9749, -4.2144, 2.5991)
H (-6.3160, -4.7489, 0.6065)
H (-5.6005, -3.9809, -1.6199)
H (-3.5213, -2.6674, -1.8716)
H (-1.5296, -1.6104, -0.8668)
H (0.6123, 0.5877, -3.5259)
H (1.4677, 2.1606, -3.5486)
H (3.1011, 0.2903, -3.5465)
H (2.3494, -0.3606, -2.0593)

=====

Entry 3:
Computed, not measured: a single C20H27N5O2 molecule, with ωB97M-V/def2-TZVPD.

## Properties
- LUMO energy: -0.36 eV
- Energy relative to the best compared isomer or geometry (same formula, charge and spin): 61.2 kcal/mol
- HOMO energy: -8.088 eV
- HOMO-LUMO gap: 7.7 eV
- Strongest force on any atom: 1.01 eV/Å
- DFT total energy: -32723.6075 eV

Cartesian coordinates (Å):
C (-3.2421, -2.2375, 2.0838)
N (-2.7369, -2.2251, 0.7282)
C (-3.6241, -1.5093, -0.1733)
C (-3.0764, -1.6056, -1.6004)
N (-1.7379, -1.0632, -1.7344)
C (-1.6599, 0.3885, -1.7088)
C (-0.5355, 0.8751, -2.6278)
C (-0.3107, 2.3826, -2.4936)
N (0.1479, 2.7355, -1.1689)
C (-0.6707, 3.2500, -0.2328)
O (-1.7817, 3.6782, -0.4414)
C (-0.0162, 3.2993, 1.1626)
N (0.4433, 1.9995, 1.6069)
N (1.4597, 1.4845, 0.9382)
C (1.9646, 0.3285, 1.2717)
C (3.0913, -0.1744, 0.4784)
C (4.0579, -0.9966, 1.0554)
C (5.1163, -1.4688, 0.3020)
C (5.2262, -1.1330, -1.0369)
C (4.2749, -0.3109, -1.6182)
C (3.2191, 0.1673, -0.8671)
C (1.4224, -0.4073, 2.3671)
C (0.3743, 0.1084, 3.0458)
C (-0.1972, 1.3913, 2.6909)
O (-1.1352, 1.9289, 3.2452)
C (-0.8712, -1.7148, -0.7703)
C (-1.4062, -1.6540, 0.6655)
H (-2.5776, -2.8384, 2.7040)
H (-4.2316, -2.6918, 2.0897)
H (-3.3142, -1.2284, 2.5197)
H (-4.6116, -1.9741, -0.1271)
H (-3.7270, -0.4478, 0.1179)
H (-3.7416, -1.0901, -2.2953)
H (-3.0259, -2.6612, -1.8831)
H (-1.4960, 0.7802, -0.6946)
H (-2.6052, 0.8027, -2.0644)
H (-0.7906, 0.6364, -3.6599)
H (0.3870, 0.3434, -2.3850)
H (-1.2463, 2.9216, -2.6583)
H (0.4310, 2.7198, -3.2239)
H (1.0112, 2.3160, -0.8409)
H (-0.7583, 3.6465, 1.8851)
H (0.8314, 3.9887, 1.1246)
H (3.9994, -1.2483, 2.1037)
H (5.8606, -2.1007, 0.7636)
H (6.0513, -1.5075, -1.6238)
H (4.3557, -0.0428, -2.6611)
H (2.4777, 0.8039, -1.3244)
H (1.8325, -1.3721, 2.6223)
H (-0.0896, -0.4055, 3.8737)
H (0.1240, -1.2657, -0.8112)
H (-0.7880, -2.7646, -1.0654)
H (-0.7476, -2.2309, 1.3205)
H (-1.4063, -0.6064, 1.0263)

=====

Entry 4:
Computed, not measured: a molecular structure, C20H27N5O3Os, with ωB97M-V/def2-TZVPD.

## Properties
- Total charge: +4
- LUMO energy (spin up / spin down): -11.67 / -16.88 eV
- Energy relative to the best compared isomer or geometry (same formula, charge and spin): 0.0 kcal/mol
- Spin multiplicity: 5
- HOMO energy (spin up / spin down): -20.079 / -21.900 eV
- HOMO-LUMO gap (spin up / spin down): 8.4 / 5.0 eV
- Strongest force on any atom: 5.04 eV/Å
- DFT total energy: -37191.7641 eV

Cartesian coordinates (Å):
N (-0.2919, -1.3333, 3.0268)
C (0.4080, -1.9388, 3.7358)
C (1.2706, -2.7944, 4.5224)
H (1.7330, -3.5506, 3.8701)
H (0.6645, -3.3286, 5.2598)
H (2.0430, -2.2134, 5.0556)
N (-3.9136, 1.5587, 0.7164)
C (-4.6780, 2.4182, 0.5983)
C (-5.5711, 3.5622, 0.6645)
H (-6.3382, 3.4062, 1.4341)
H (-6.1282, 3.6723, -0.2751)
H (-4.9682, 4.4667, 0.8947)
N (-0.2616, -1.2403, -2.5812)
C (-0.0093, -1.7172, -3.6127)
C (0.3092, -2.3109, -4.8894)
H (0.5136, -1.5312, -5.6324)
H (-0.5399, -2.9083, -5.2289)
H (1.1869, -2.9590, -4.7951)
Os (-2.2133, -0.3418, 0.1393)
C (-1.6453, 0.9202, -1.1918)
O (-1.1466, 1.6355, -1.9579)
C (-1.0835, 0.7445, 1.2379)
O (-0.3005, 1.4085, 1.7782)
C (-2.9440, -1.8553, 1.5447)
C (-1.9982, -2.4952, 0.7330)
C (-2.1381, -2.4489, -0.6578)
C (-3.1367, -1.6510, -1.2475)
C (-4.1554, -1.1190, -0.4310)
C (-4.0584, -1.2428, 0.9579)
H (-2.7909, -1.8209, 2.6251)
H (-1.1224, -2.9413, 1.1985)
H (-1.3927, -2.8994, -1.3023)
H (-3.1050, -1.4415, -2.3184)
H (-4.9365, -0.5129, -0.8928)
H (-4.7623, -0.7374, 1.6195)
C (2.7545, 0.0799, 2.1091)
N (3.1476, 0.7766, 0.9202)
C (4.0242, 1.9185, 1.0691)
C (4.6520, 2.2739, -0.2519)
C (3.6488, 2.3207, -1.3731)
N (2.8133, 1.1377, -1.3564)
C (2.0987, 0.8547, -2.5663)
C (2.6511, 0.2741, -0.2744)
O (2.0781, -0.8195, -0.3343)
H (3.4681, 0.2916, 2.9171)
H (2.6830, -0.9976, 1.9190)
H (1.7539, 0.3975, 2.4321)
H (3.4829, 2.7724, 1.5196)
H (4.8315, 1.6228, 1.7543)
H (5.3883, 1.5058, -0.5140)
H (5.1468, 3.2434, -0.1875)
H (4.1761, 2.3292, -2.3400)
H (3.0113, 3.2243, -1.3504)
H (1.3743, 1.6499, -2.8085)
H (2.7825, 0.7590, -3.4292)
H (1.5340, -0.0743, -2.4529)